{
  "formula": "C30H80F12N12O34S12",
  "method": "ωB97M-V with the def2-TZVPD basis set",
  "e_lumo_ev": -1.19,
  "de_lowest_kj_mol": 0.00,
  "gap_ev": 7.896,
  "fmax_ev_per_a": 6.45,
  "e_homo_ev": -9.083,
  "e_tot_ha": -10382.56170,
  "species": ["C", "C", "O", "N", "H", "H", "C", "H", "H", "H", "H", "H", "H", "C", "C", "O", "N", "H", "H", "C", "H", "H", "H", "H", "H", "H", "C", "O", "C", "C", "N", "H", "H", "C", "C", "O", "C", "H", "H", "H", "H", "H", "H", "H", "H", "H", "H", "H", "H", "H", "H", "C", "O", "C", "C", "N", "H", "H", "C", "C", "O", "C", "H", "H", "H", "H", "H", "H", "H", "H", "H", "H", "H", "H", "H", "H", "C", "O", "C", "C", "N", "H", "H", "C", "C", "O", "C", "H", "H", "H", "H", "H", "H", "H", "H", "H", "H", "H", "H", "H", "H", "C", "O", "C", "C", "N", "H", "H", "C", "C", "O", "C", "H", "H", "H", "H", "H", "H", "H", "H", "H", "H", "H", "H", "H", "H", "N", "S", "O", "O", "F", "S", "O", "O", "F", "N", "S", "O", "O", "F", "S", "O", "O", "F", "N", "S", "O", "O", "F", "S", "O", "O", "F", "N", "S", "O", "O", "F", "S", "O", "O", "F", "N", "S", "O", "O", "F", "S", "O", "O", "F", "N", "S", "O", "O", "F", "S", "O", "O", "F"],
  "coordinates": [[3.535, 3.115, -2.259], [3.998, 4.047, -1.219], [3.881, 5.227, -1.114], [4.544, 3.350, 0.026], [3.768, 2.902, 0.571], [5.225, 2.573, -0.143], [5.383, 4.215, 0.979], [4.344, 2.406, -2.529], [3.089, 3.594, -3.142], [2.668, 2.543, -1.875], [6.045, 4.743, 0.303], [5.977, 3.525, 1.581], [4.757, 4.854, 1.558], [1.726, -0.336, 5.828], [1.118, 1.078, 5.550], [1.343, 1.834, 4.680], [0.181, 1.519, 6.572], [-0.229, 2.511, 6.154], [-0.681, 0.959, 6.380], [0.483, 1.655, 8.000], [1.972, -0.453, 6.897], [2.512, -0.566, 5.125], [0.902, -1.065, 5.699], [-0.424, 2.113, 8.411], [1.300, 2.372, 8.027], [0.762, 0.706, 8.467], [-8.043, 7.294, -1.098], [-6.765, 6.866, -1.568], [-5.882, 7.895, -1.926], [-4.552, 7.257, -2.153], [-4.070, 6.499, -1.045], [-3.769, 7.112, -0.280], [-4.838, 5.998, -0.591], [-2.948, 5.466, -1.284], [-2.960, 4.520, -0.166], [-4.358, 4.287, 0.059], [-4.523, 3.217, 0.975], [-7.970, 7.777, -0.093], [-8.628, 6.384, -0.996], [-8.561, 7.921, -1.822], [-5.895, 8.683, -1.115], [-6.102, 8.419, -2.857], [-3.864, 8.057, -2.458], [-4.647, 6.552, -2.945], [-1.934, 5.881, -1.339], [-3.260, 4.966, -2.193], [-2.472, 4.989, 0.728], [-2.508, 3.534, -0.387], [-3.919, 2.337, 0.658], [-5.559, 2.911, 0.896], [-4.291, 3.511, 2.023], [-2.532, 0.003, 0.866], [-2.393, 0.644, -0.373], [-2.049, -0.156, -1.412], [-1.669, 0.709, -2.616], [-2.824, 1.590, -2.970], [-3.343, 1.887, -2.151], [-2.465, 2.373, -3.534], [-4.015, 0.878, -3.581], [-5.165, 1.821, -3.676], [-5.232, 2.482, -2.410], [-6.135, 3.614, -2.356], [-3.491, -0.546, 0.885], [-2.603, 0.784, 1.615], [-1.692, -0.634, 1.183], [-2.840, -0.874, -1.719], [-1.100, -0.735, -1.163], [-1.507, 0.064, -3.464], [-0.796, 1.318, -2.449], [-4.241, 0.183, -2.755], [-3.749, 0.383, -4.497], [-6.103, 1.319, -3.939], [-4.942, 2.585, -4.425], [-5.782, 4.427, -2.963], [-6.252, 3.918, -1.331], [-7.154, 3.354, -2.712], [1.924, -6.164, 3.432], [2.551, -6.476, 2.208], [2.225, -7.819, 1.921], [2.457, -8.054, 0.475], [1.947, -6.986, -0.372], [0.948, -6.993, -0.194], [2.265, -6.043, -0.084], [2.266, -7.310, -1.734], [1.750, -6.240, -2.578], [0.380, -6.160, -2.142], [-0.414, -5.381, -2.985], [2.211, -5.167, 3.720], [2.203, -6.909, 4.211], [0.839, -6.186, 3.285], [1.201, -8.025, 2.222], [2.813, -8.498, 2.573], [2.040, -9.036, 0.180], [3.556, -8.076, 0.337], [1.712, -8.213, -1.876], [3.336, -7.455, -1.913], [1.909, -6.590, -3.613], [2.221, -5.269, -2.439], [-1.406, -5.257, -2.572], [-0.526, -5.861, -3.950], [0.067, -4.414, -3.064], [0.874, 3.757, 0.113], [1.669, 2.588, 0.313], [0.851, 1.447, 0.418], [1.540, 0.166, 0.975], [2.408, -0.521, -0.030], [1.947, -0.438, -0.951], [3.307, -0.030, -0.159], [2.631, -1.925, 0.494], [1.409, -2.718, 0.025], [0.303, -2.577, 0.952], [-0.677, -3.569, 0.715], [0.251, 3.593, -0.791], [1.497, 4.627, 0.102], [0.163, 3.862, 0.963], [0.453, 1.271, -0.570], [-0.008, 1.725, 1.067], [0.855, -0.576, 1.397], [2.224, 0.451, 1.767], [2.694, -1.869, 1.579], [3.562, -2.359, 0.157], [1.670, -3.775, -0.064], [0.983, -2.398, -0.923], [-0.336, -4.557, 1.017], [-1.096, -3.615, -0.301], [-1.541, -3.348, 1.333], [-0.877, 3.671, 5.512], [-0.938, 4.876, 6.725], [-1.676, 6.072, 6.409], [0.326, 5.073, 7.301], [-1.619, 4.060, 7.899], [-1.720, 3.499, 4.189], [-0.880, 4.016, 3.121], [-3.168, 3.798, 4.142], [-1.789, 1.985, 3.906], [6.427, -5.978, -0.677], [5.258, -4.886, -1.133], [3.967, -4.965, -0.527], [5.194, -4.398, -2.499], [5.686, -3.582, -0.249], [6.864, -7.016, -1.688], [7.945, -6.713, -2.612], [5.808, -7.872, -2.179], [7.771, -7.960, -0.707], [2.485, -1.084, -4.437], [1.442, -0.024, -3.978], [1.280, 0.363, -2.573], [0.322, 0.285, -4.768], [2.395, 1.205, -4.443], [2.318, -2.633, -3.887], [1.493, -3.394, -4.771], [2.214, -2.958, -2.492], [3.764, -3.186, -4.306], [4.937, 0.630, 1.401], [6.293, 0.300, 0.467], [7.114, -0.751, 0.872], [6.890, 1.540, -0.023], [5.512, -0.047, -0.831], [4.749, 1.052, 2.877], [5.957, 1.214, 3.659], [3.597, 0.223, 3.447], [4.015, 2.434, 2.782], [-2.650, -8.729, 1.466], [-1.649, -7.569, 1.187], [-0.451, -7.809, 0.372], [-1.531, -6.560, 2.235], [-2.449, -6.761, 0.083], [-2.106, -9.785, 2.533], [-0.745, -9.721, 2.856], [-2.608, -11.075, 2.343], [-2.898, -9.338, 3.812], [-1.971, 4.111, -4.553], [-0.438, 4.434, -4.121], [-0.389, 4.914, -2.806], [0.603, 4.815, -5.073], [-0.068, 2.847, -3.827], [-3.115, 4.498, -5.442], [-2.951, 5.384, -6.574], [-4.230, 4.638, -4.461], [-3.601, 3.088, -6.204]],
  "forces_ev_per_a": [[-0.4024, -0.7663, -0.7434], [-0.6448, 0.6356, 1.0245], [0.2200, -0.3836, -0.4235], [0.9392, -0.7332, 1.4466], [0.1942, 0.3907, -0.7000], [-0.4529, 0.2245, -0.5838], [0.0681, -0.8011, -1.4281], [-0.5324, 0.3060, 0.0041], [0.7094, 0.2100, 0.2524], [0.6078, -0.0288, 0.2403], [0.0941, 0.3973, 0.2908], [-0.2291, 0.1743, 0.0102], [-0.3179, 0.4158, 0.2784], [-1.6951, 0.7653, 0.0690], [2.2537, -2.3268, 1.1494], [0.1610, 0.3814, -1.1524], [-3.0472, 0.4204, -1.1055], [0.6014, -0.6310, 0.2192], [0.6724, 0.0539, 0.7177], [0.1482, 0.1325, -0.0444], [0.3456, 0.2867, -0.5306], [0.3117, 0.1223, 0.0914], [0.2225, 0.2443, -0.1800], [0.4784, -0.3002, 0.3748], [0.0601, 0.0057, 0.4465], [-0.2100, 0.2805, -0.0694], [0.1068, -0.2576, 0.5029], [-0.3138, 0.0356, -0.1247], [-0.3992, 0.8049, 1.2752], [0.2100, 1.3858, -1.3768], [1.8586, -0.2032, 2.4986], [0.1409, 0.1211, -0.1968], [-0.3373, -0.6200, -0.3057], [-0.1500, 0.6809, -1.0979], [-0.9897, -0.4307, 1.6667], [0.9775, -0.3945, 0.6236], [-0.1374, -0.6223, 0.4291], [0.0082, -0.1207, -0.7848], [-0.0399, -0.0396, 0.1161], [0.1689, 0.2551, 0.0210], [0.3226, -0.6188, -0.6050], [-0.5103, -0.0895, -0.1383], [0.2093, -0.4719, 0.1655], [-0.0702, -0.4509, -0.9824], [-0.6620, 0.5052, -0.5328], [0.2358, 0.0676, -0.4295], [-0.3379, -0.6746, -0.3277], [0.3065, 0.6539, -0.0868], [-0.2036, 0.6198, 0.2359], [-0.2859, -0.0107, 0.1697], [-0.0067, -0.1639, -0.6900], [-0.8020, -0.2174, 0.8232], [-0.2017, 1.4022, 0.8650], [2.0206, -1.5070, -1.5574], [-1.2203, -0.6872, 0.5875], [-0.3777, -0.5009, -0.7169], [0.6532, 1.1594, 0.7304], [-0.4137, 0.2383, 0.0446], [0.4343, -0.6343, 1.3396], [-0.1102, 1.5783, -0.3248], [-0.6626, 0.2157, 0.2807], [-0.7020, -1.0791, -0.4264], [0.4775, -0.1490, 0.0825], [-0.0731, 0.2188, 0.1197], [-0.0820, -0.0506, -0.6352], [0.3054, 0.1219, 0.4451], [-1.0622, 0.2572, -0.3010], [0.3157, -0.0538, -0.2715], [-0.0081, 0.0978, 0.0966], [-0.1102, -0.3109, -0.7926], [0.0736, -0.1889, -0.3540], [0.1563, -0.1162, 0.1570], [-0.3168, -0.2415, -0.0898], [0.2644, 0.2875, -0.2288], [0.2640, -0.0252, 0.3416], [0.5562, -0.1760, 0.0117], [-0.2739, -0.2818, 0.2635], [-0.0471, -0.0290, 0.1188], [-0.3023, -0.2697, 1.0636], [2.1359, -1.1012, 0.6891], [0.4842, 0.4242, 1.8179], [-0.9331, 0.0582, -0.4738], [0.5545, -0.7334, -0.0630], [0.8939, 0.0391, -0.3964], [-1.2107, 0.2019, -0.9067], [0.2590, -0.3238, -0.3253], [0.0738, 0.3311, -0.0242], [0.2931, 0.3433, 0.2017], [-0.1127, 0.5324, -0.2724], [-0.0327, -0.0630, 0.2259], [-0.3364, 0.0966, -0.2461], [0.1171, 0.1424, -0.5720], [0.0725, 0.6826, -0.0680], [-0.5040, -0.0993, -0.2555], [-0.1284, -0.7223, -0.7290], [-0.0703, -0.1254, 0.4652], [-0.5767, 0.4867, 0.0107], [0.2724, -0.0760, 0.0108], [-0.1944, -0.1401, 0.4136], [0.0980, 0.0855, -0.4602], [-0.1741, 0.3986, -0.4929], [-1.5175, -1.1571, 0.4931], [1.0869, 0.1390, 0.4902], [-0.7832, -0.6274, 0.7274], [0.3880, 1.9929, -0.0255], [0.4235, 0.3331, 0.2975], [0.0983, -0.6948, -0.1519], [-0.3073, -0.1274, 0.5134], [-1.0764, -0.0552, -0.9122], [-0.9097, -0.5386, 0.9799], [0.5022, -0.0268, -0.1146], [-0.6722, -0.2098, 0.3135], [0.5389, 0.5506, 0.1246], [0.4000, 0.3611, -0.4184], [0.4333, -0.0186, -0.3048], [-0.3634, -0.3741, -0.4407], [0.3821, -0.4591, -0.0748], [-0.1549, 0.3510, -0.4815], [-0.1187, 0.0443, 0.3059], [-0.1310, 0.1151, -0.0111], [0.1235, 0.0525, -0.5614], [0.0735, 0.0487, -0.0040], [0.5938, 0.0757, -0.1291], [0.1749, -0.1546, -0.1365], [0.6005, 0.1762, -0.2088], [-0.0115, 0.1486, 0.3622], [-0.5700, 1.0805, 2.7684], [-1.0715, 0.8030, -1.6380], [-0.0653, -2.1547, -0.0443], [1.6876, -0.6100, -0.3371], [-1.0141, -0.0284, -0.5678], [-2.1604, 3.7797, -2.7473], [-1.1783, -0.6587, 0.7081], [3.0176, 0.0419, 0.9476], [0.9453, -1.6935, 0.7901], [-3.1619, 4.3141, 1.0696], [0.9433, 1.8268, -0.3532], [-0.9138, -1.9648, 0.6177], [1.2195, -1.3695, 1.5068], [1.2309, -0.7749, -0.6396], [3.8047, -4.0390, -3.2903], [-1.9098, 0.8152, 0.6592], [0.0763, 0.6834, 0.5003], [-1.4770, 0.5980, 0.2365], [-0.7571, -2.1397, 2.0889], [2.8677, 3.8149, -0.1547], [0.2044, -1.6961, 0.2277], [-1.8323, -1.3076, -0.9776], [0.0083, -0.2655, 0.2729], [1.5028, -1.9540, -2.5205], [-0.6008, 0.6202, 0.2527], [0.2690, 1.5638, -0.3827], [-1.0439, 1.4489, 0.5127], [1.1949, -0.4663, -2.3207], [-0.7711, 3.8802, 0.5873], [0.0433, -0.9715, 0.3761], [-0.4357, -0.5171, 1.1797], [-0.9102, -1.2838, -0.1430], [-1.5883, -4.2879, 3.1576], [-1.6147, 0.3199, -1.0843], [3.5523, 2.2783, -1.4924], [0.2160, 0.8600, -0.2956], [0.9888, -0.3081, -0.0169], [1.0397, 3.0987, -0.9633], [-1.1249, -0.8699, 1.5876], [0.2574, -1.5113, -0.6826], [-0.9363, -0.2988, 0.0816], [-1.6273, -0.5047, 0.3829], [2.2720, 1.2399, 0.3542], [-1.1714, -1.5117, -1.1443], [0.0624, 0.7333, 0.3877], [3.9927, -0.3377, 1.3243], [1.7891, -3.2067, -3.3458], [-0.4663, 1.5347, 1.6538], [-2.8503, -0.2105, 1.4184], [-0.4065, 1.3221, -0.4975], [-4.1627, 0.5917, -1.2948], [0.0715, -0.9424, 2.0139], [1.3075, 0.5206, -2.3055], [1.0899, 1.2357, 1.0419]]
}